[1]
The following is a DFT calculation (ωB97M-V/def2-TZVPD) of a 2-piece molecular cluster, C3H9N2OS overall in a non-equilibrium geometry.

Geometry (Å):
C1 -0.59713 0.20059 -1.66558
C2 -1.32350 -1.62033 -0.27947
C3 1.53139 1.53425 1.32333
N1 -0.36715 -0.56757 -0.47476
N2 1.28996 0.21819 1.92613
O1 0.12474 0.10054 2.39282
S1 1.26037 -1.04572 -0.21680
H1 0.22199 0.90690 -1.78928
H2 -0.66871 -0.41836 -2.58088
H3 -1.53746 0.75721 -1.56009
H4 -1.07877 -2.12981 0.64911
H5 -2.32653 -1.18697 -0.19815
H6 -1.33041 -2.35771 -1.10438
H7 2.44087 1.48127 0.72864
H8 0.69157 1.87255 0.70817
H9 1.66878 2.25496 2.14120

Multiplicity = 1
DFT total energy = -702.55197 a.u.
Net charge = -1
Frontier orbital gap (spin up / spin down) = 6.231 / 6.232 eV
Relative energy (zero: lowest compared OMol25 entry of this formula, charge and spin) = 119.5 kcal/mol

***

[2]
The following is a DFT calculation (ωB97M-V/def2-TZVPD) of C35H42N5O3PRuSeTe as an isolated structure in a non-equilibrium geometry.

Geometry (Å):
Ru1 -0.88877 0.47232 1.74956
O1 -0.11590 0.80218 5.91118
C1 0.11469 0.57174 4.75302
O2 -0.68769 -0.03381 3.90771
C2 1.43478 0.89871 4.08222
P1 1.30949 0.28781 2.38584
C3 1.84997 -1.43435 2.32324
C4 1.38017 -2.34741 3.26735
C5 1.69511 -3.69352 3.14951
C6 2.47745 -4.13877 2.09193
C7 2.96432 -3.23100 1.16227
C8 2.65004 -1.88323 1.27391
C9 2.48417 1.24821 1.41403
C10 2.37019 1.25321 0.02490
C11 3.20600 2.03829 -0.74867
C12 4.16087 2.84245 -0.13527
C13 4.27254 2.85570 1.24498
C14 3.43608 2.06130 2.02197
H1 2.27378 0.45213 4.61486
H2 1.56017 1.98285 4.07411
H3 0.77303 -2.00895 4.09537
H4 1.32884 -4.39670 3.88710
H5 2.71534 -5.19073 1.99871
H6 3.59701 -3.57022 0.35138
H7 3.04837 -1.18062 0.55350
H8 1.60406 0.65514 -0.44157
H9 3.09957 2.04512 -1.82703
H10 4.81185 3.46577 -0.73498
H11 5.00778 3.48769 1.72448
H12 3.54206 2.08013 3.09851
C15 -2.08398 -2.42605 4.35132
Te1 -2.86454 -1.14230 2.88288
C16 -3.30852 -2.77358 1.61357
H13 -2.88083 -3.11833 4.61991
H14 -1.78961 -1.81272 5.19532
H15 -1.22970 -2.95935 3.94411
H16 -2.41409 -3.38290 1.49657
H17 -3.62579 -2.39478 0.64447
H18 -4.10906 -3.36078 2.05922
C17 -2.98471 -0.47923 -3.98930
C18 -3.82419 0.68054 -3.44164
C19 -3.57306 1.01795 -1.96804
C20 -2.29511 1.79340 -1.67880
N1 -1.06293 1.13376 -2.14950
C21 -0.46922 0.06467 -1.61460
Se1 -1.12975 -0.97827 -0.16607
N2 0.64826 -0.20643 -2.30746
C22 1.57682 -1.32659 -2.10420
C23 1.38086 -2.43232 -3.13594
C24 0.11359 -3.25576 -2.91047
C25 0.23183 -4.20055 -1.71613
C26 0.80131 0.75057 -3.31010
C27 1.79758 0.93148 -4.26416
C28 1.64512 2.00506 -5.11783
C29 0.53551 2.86407 -5.02536
C30 -0.44482 2.68181 -4.07189
C31 -0.28029 1.60500 -3.20546
H19 -3.40602 -0.85485 -4.92212
H20 -2.96624 -1.31121 -3.27832
H21 -1.95273 -0.19262 -4.20087
H22 -4.87702 0.41143 -3.53806
H23 -3.67724 1.57410 -4.05695
H24 -3.59034 0.09942 -1.37923
H25 -4.38555 1.64623 -1.59378
H26 -2.17941 1.98581 -0.61620
H27 -2.32821 2.75867 -2.17990
H28 1.42106 -1.69745 -1.09253
H29 2.58435 -0.91221 -2.16257
H30 2.25552 -3.08675 -3.08647
H31 1.36802 -1.98529 -4.13337
H32 -0.09285 -3.83354 -3.81270
H33 -0.74099 -2.58464 -2.77185
H34 1.12153 -4.82929 -1.80634
H35 -0.63458 -4.86136 -1.65503
H36 0.29447 -3.65947 -0.76833
H37 2.64611 0.26444 -4.34087
H38 2.39294 2.18780 -5.87789
H39 0.45190 3.69299 -5.71481
H40 -1.29374 3.34859 -4.00953
N3 -3.00844 3.45405 4.25325
C32 -2.27130 2.97445 3.24652
O3 -2.43279 1.77048 2.87324
C33 -1.31074 3.82241 2.61315
C34 -1.04814 5.16613 2.99173
N4 -0.83181 6.25353 3.30590
C35 -0.63756 3.13867 1.61671
N5 -0.21273 2.37293 0.84611
H41 -2.87249 4.38838 4.60052
H42 -3.62097 2.82833 4.74604

Multiplicity = 2
DFT total energy = -4963.93287 a.u.
Net charge = +1
Frontier orbital gap (spin up / spin down) = 7.003 / 7.181 eV
Relative energy (zero: lowest compared OMol25 entry of this formula, charge and spin) = 48.1 kcal/mol
Expectation value of S² = 0.76

***

[3]
The following is a DFT calculation (ωB97M-V/def2-TZVPD) of a 2-piece molecular cluster, C3H10N overall in a non-equilibrium geometry.

Geometry (Å):
N1 1.76141 -1.39422 -0.59832
H1 1.93638 -1.97434 0.21821
H2 1.26849 -0.46387 -0.45719
H3 2.63250 -1.16112 -1.08017
H4 1.19532 -1.81010 -1.34437
C1 -2.04999 0.44839 0.32657
C2 -0.74947 1.09963 -0.00938
C3 0.39283 0.86111 0.63914
H5 -2.64090 0.31250 -0.58212
H6 -2.00775 -0.54132 0.77556
H7 -2.67478 1.09381 0.94119
H8 -0.84726 1.83357 -0.79999
H9 1.27262 1.47989 0.46820
H10 0.51060 0.21607 1.50267

Multiplicity = 1
DFT total energy = -174.76838 a.u.
Net charge = +1
Frontier orbital gap = 10.135 eV
Relative energy (zero: lowest compared OMol25 entry of this formula, charge and spin) = 27.1 kcal/mol